{
  "formula": "C27H81O36P9",
  "method": "wB97M-V/def2-TZVPD",
  "elements": ["C", "O", "P", "O", "O", "C", "O", "C", "H", "H", "H", "H", "H", "H", "H", "H", "H", "C", "O", "P", "O", "O", "C", "O", "C", "H", "H", "H", "H", "H", "H", "H", "H", "H", "C", "O", "P", "O", "O", "C", "O", "C", "H", "H", "H", "H", "H", "H", "H", "H", "H", "C", "O", "P", "O", "O", "C", "O", "C", "H", "H", "H", "H", "H", "H", "H", "H", "H", "C", "O", "P", "O", "O", "C", "O", "C", "H", "H", "H", "H", "H", "H", "H", "H", "H", "C", "O", "P", "O", "O", "C", "O", "C", "H", "H", "H", "H", "H", "H", "H", "H", "H", "C", "O", "P", "O", "O", "C", "O", "C", "H", "H", "H", "H", "H", "H", "H", "H", "H", "C", "O", "P", "O", "O", "C", "O", "C", "H", "H", "H", "H", "H", "H", "H", "H", "H", "C", "O", "P", "O", "O", "C", "O", "C", "H", "H", "H", "H", "H", "H", "H", "H", "H"],
  "xyz": [[15.471, 2.137, 17.395], [16.426, 1.644, 18.269], [17.362, 0.387, 17.731], [16.566, -0.819, 17.382], [18.311, 1.006, 16.565], [19.461, 1.769, 16.695], [18.373, 0.074, 18.967], [17.932, -0.587, 20.122], [14.574, 1.889, 17.963], [15.440, 1.712, 16.392], [15.496, 3.227, 17.383], [19.775, 2.258, 15.773], [20.315, 1.181, 17.032], [19.373, 2.444, 17.546], [18.202, -0.022, 21.014], [18.469, -1.532, 20.198], [16.870, -0.823, 20.196], [21.736, 0.581, 19.428], [21.423, 1.190, 20.683], [21.496, 2.797, 20.895], [22.788, 3.328, 20.427], [21.181, 3.118, 22.459], [21.920, 2.509, 23.523], [20.123, 3.263, 20.122], [18.824, 3.163, 20.766], [22.620, -0.040, 19.571], [21.846, 1.338, 18.651], [20.999, -0.121, 19.037], [21.280, 1.765, 23.999], [22.244, 3.266, 24.237], [22.771, 1.944, 23.143], [18.529, 4.115, 21.208], [18.762, 2.305, 21.435], [18.228, 2.922, 19.886], [18.012, 4.586, 11.562], [17.228, 5.168, 12.539], [17.456, 4.916, 14.123], [18.809, 4.689, 14.713], [16.525, 3.630, 14.296], [16.997, 2.364, 13.837], [16.652, 6.104, 14.927], [17.116, 7.390, 14.922], [18.332, 5.193, 10.715], [17.626, 3.673, 11.109], [18.980, 4.271, 11.951], [17.176, 1.799, 14.752], [17.984, 2.419, 13.379], [16.290, 1.877, 13.165], [18.100, 7.392, 14.451], [17.185, 7.873, 15.896], [16.546, 8.002, 14.223], [24.201, -1.148, 17.452], [23.554, -0.058, 16.875], [23.721, 0.366, 15.289], [25.151, 0.434, 14.893], [22.895, -0.736, 14.370], [21.652, -1.248, 14.756], [22.887, 1.758, 15.117], [23.197, 2.843, 15.946], [24.512, -1.911, 16.738], [23.460, -1.691, 18.039], [25.020, -0.947, 18.142], [21.144, -1.596, 13.856], [20.951, -0.577, 15.252], [21.821, -2.194, 15.271], [23.662, 2.447, 16.849], [22.203, 3.204, 16.207], [23.768, 3.628, 15.451], [13.387, 8.164, 13.355], [12.629, 8.636, 14.461], [12.401, 7.579, 15.635], [11.596, 8.205, 16.766], [11.746, 6.264, 14.906], [10.392, 6.292, 14.548], [13.944, 7.117, 16.126], [14.107, 5.985, 16.964], [13.841, 7.194, 13.554], [14.213, 8.848, 13.154], [12.738, 8.101, 12.482], [10.258, 6.550, 13.497], [9.883, 7.142, 15.002], [9.820, 5.371, 14.665], [13.194, 5.425, 17.164], [14.571, 6.116, 17.941], [14.781, 5.320, 16.423], [15.329, -3.642, 14.092], [13.968, -3.923, 13.889], [12.822, -3.186, 14.872], [12.990, -3.411, 16.317], [12.837, -1.669, 14.410], [13.806, -0.722, 14.737], [11.418, -3.650, 14.253], [11.002, -5.006, 14.348], [15.731, -3.095, 13.239], [15.928, -4.552, 14.071], [15.610, -3.148, 15.022], [13.446, 0.284, 14.951], [14.588, -0.740, 13.978], [14.292, -1.002, 15.671], [11.358, -5.456, 13.421], [9.921, -5.082, 14.234], [11.507, -5.477, 15.192], [18.783, -3.286, 17.645], [18.138, -4.560, 17.880], [17.353, -4.816, 19.224], [16.949, -6.236, 19.540], [18.312, -4.162, 20.403], [19.731, -4.513, 20.454], [16.223, -3.677, 19.195], [15.079, -3.919, 18.445], [19.861, -3.409, 17.544], [18.610, -2.405, 18.263], [18.374, -2.985, 16.680], [20.097, -5.192, 19.683], [19.971, -5.059, 21.366], [20.353, -3.626, 20.336], [15.357, -4.279, 17.454], [14.400, -3.067, 18.467], [14.441, -4.705, 18.848], [13.441, 5.597, 23.731], [12.882, 4.415, 23.172], [12.963, 4.190, 21.545], [14.188, 4.709, 20.853], [12.608, 2.617, 21.363], [13.073, 1.890, 20.184], [11.493, 4.944, 21.170], [10.159, 4.455, 21.574], [14.013, 5.380, 24.633], [12.567, 6.215, 23.938], [14.094, 6.040, 22.979], [14.157, 1.796, 20.134], [12.628, 2.274, 19.265], [12.719, 0.861, 20.250], [9.791, 3.797, 20.787], [9.379, 5.209, 21.687], [10.147, 3.949, 22.539], [24.269, -1.636, 23.931], [23.918, -1.679, 22.553], [23.002, -2.729, 21.778], [22.909, -2.645, 20.286], [23.705, -4.105, 22.406], [23.413, -5.333, 21.722], [21.623, -2.726, 22.708], [20.696, -1.622, 22.704], [23.947, -0.649, 24.261], [25.345, -1.624, 24.109], [23.743, -2.267, 24.647], [24.209, -5.623, 21.036], [22.527, -5.137, 21.118], [23.109, -6.106, 22.428], [19.703, -1.933, 22.382], [20.963, -0.739, 22.123], [20.547, -1.172, 23.686]],
  "forces_ev_per_a": [[-2.02, 0.45, 0.58], [3.46, -1.83, -0.10], [0.20, -0.44, 0.99], [0.73, 1.75, -0.43], [-2.48, -1.96, 0.54], [2.00, 0.78, 1.65], [-0.77, 1.72, -2.25], [0.02, -1.05, 1.54], [-0.73, 0.06, -0.89], [0.21, -0.03, 0.08], [0.43, 0.04, -0.30], [-0.67, 0.07, -0.01], [-0.03, -0.61, -0.33], [-0.23, 0.69, -0.34], [0.06, 0.34, -0.17], [-0.09, -0.10, -0.07], [-0.07, 0.17, -0.54], [0.63, -0.10, -0.50], [-0.78, 0.49, 1.16], [-0.27, -0.34, -0.29], [-1.19, 0.05, -0.06], [-0.31, -0.60, -1.66], [0.15, -0.69, -0.15], [1.81, 0.27, 1.57], [0.33, -0.49, -1.40], [0.25, 0.45, -0.15], [0.48, -0.02, 0.12], [-0.69, 0.18, 0.68], [-0.15, 0.21, 0.20], [-0.11, -0.02, -0.21], [0.22, 0.28, -0.06], [0.14, -0.22, 0.12], [0.14, 0.27, 0.26], [-0.65, 0.20, 0.37], [2.60, -1.57, -1.33], [-0.52, 1.62, 1.69], [0.83, -0.95, 1.04], [-1.46, 0.70, -1.59], [-0.78, 1.50, 0.42], [0.86, -0.58, 0.74], [-1.10, -3.76, -0.91], [1.65, 2.02, -1.44], [-0.77, 0.85, 0.28], [-0.79, 0.06, 0.31], [0.11, 0.00, 0.44], [-0.28, -0.42, -0.29], [-0.09, 0.23, -0.27], [-0.10, 0.28, 0.14], [0.43, 0.30, 0.42], [-0.20, -0.43, 0.09], [-0.48, 0.15, 0.24], [-0.12, -2.31, 0.59], [-1.03, 1.97, -2.23], [1.35, -0.60, -0.32], [-1.80, -0.09, 0.28], [1.43, 2.41, 1.29], [-0.87, -1.37, -0.53], [0.40, -3.27, -0.84], [-0.70, 0.39, 1.22], [0.37, 0.35, -0.37], [-0.14, 0.18, 0.24], [0.07, 0.70, -0.38], [0.02, 0.34, -0.31], [0.41, 0.16, 0.33], [-0.14, 0.24, 0.73], [0.29, 0.59, 0.10], [0.22, 0.61, 0.30], [0.14, -0.32, -0.03], [0.90, -0.43, -1.39], [-0.49, -0.92, 2.74], [1.76, -1.65, -3.44], [0.47, -0.26, 0.33], [2.62, 1.53, 2.38], [-2.44, 1.32, -1.37], [-3.53, 1.54, -0.18], [0.08, -2.00, 0.64], [-0.12, -0.09, -0.06], [-0.27, 0.20, 0.14], [0.04, 0.03, 0.12], [0.62, -0.22, -0.31], [-0.25, -0.33, 0.60], [0.68, -0.11, 0.70], [-0.26, 0.24, -0.36], [0.12, 1.08, -0.13], [0.15, -0.01, -0.31], [1.53, -0.25, -0.30], [-2.40, 0.76, 1.47], [0.53, -0.84, -0.87], [0.20, 0.03, -0.78], [-1.46, -0.29, -0.51], [1.68, -0.30, 1.13], [1.22, 1.45, 0.37], [0.80, -0.53, -1.30], [-0.25, 0.47, 0.01], [-0.39, -0.40, 0.17], [-0.47, 0.22, 0.12], [-0.65, -0.14, -0.64], [-0.10, 0.39, -0.16], [0.19, -0.14, 0.18], [0.24, -0.45, 0.11], [0.06, 0.27, 0.91], [-0.72, -0.22, 0.16], [-0.05, 0.28, -1.63], [0.60, 0.13, 0.35], [-0.08, -1.28, 2.83], [0.73, 2.97, -1.35], [0.18, -0.56, -1.26], [-0.12, -0.33, -0.18], [1.50, -0.33, 1.38], [-1.76, -0.87, -0.70], [-0.05, -0.37, 0.13], [-0.52, -0.77, 0.75], [0.25, 0.10, -0.13], [-0.66, -0.08, -0.50], [-0.35, 0.45, 0.31], [-0.27, 0.22, 0.32], [-0.27, 0.56, -0.30], [0.67, 0.32, -0.48], [0.33, -0.37, 0.40], [-0.21, 0.42, -0.49], [0.60, -1.97, -2.03], [-2.06, 0.71, 1.13], [-2.24, -0.65, 0.68], [0.83, 0.97, -0.29], [-0.26, -0.45, 0.33], [1.07, -0.55, -0.01], [0.57, -0.65, -0.17], [-0.20, -0.19, -0.09], [0.41, 0.44, 0.23], [0.05, 0.38, 0.28], [0.00, 0.59, 0.07], [0.20, 0.41, 0.09], [-0.26, 0.14, 0.46], [0.20, -0.23, 0.14], [0.79, 0.85, -0.30], [0.53, -0.22, -0.12], [-0.50, 1.50, 1.02], [-0.22, -0.30, -1.39], [0.56, -1.59, 2.28], [-0.13, 0.27, 2.48], [-0.88, 1.47, -1.15], [-1.10, 0.41, -0.45], [0.89, 0.51, -1.39], [-0.43, 0.63, -0.05], [0.05, 0.28, -0.05], [-0.04, -0.60, -0.52], [0.05, -0.81, -0.73], [0.14, -0.05, 0.38], [-0.04, -0.36, -0.31], [0.53, 0.07, 0.12], [0.17, -0.41, -0.17], [0.53, -0.36, -0.58], [0.38, -0.65, 0.49]],
  "lowdin_charge": [-0.123, -0.226, 0.524, -0.223, -0.225, -0.109, -0.230, -0.103, 0.068, 0.081, 0.084, 0.091, 0.065, 0.092, 0.082, 0.067, 0.102, -0.093, -0.250, 0.463, -0.226, -0.230, -0.086, -0.245, -0.071, 0.074, 0.070, 0.080, 0.082, 0.095, 0.084, 0.094, 0.078, 0.067, -0.146, -0.198, 0.493, -0.226, -0.235, -0.082, -0.239, -0.143, 0.095, 0.093, 0.089, 0.063, 0.088, 0.100, 0.092, 0.106, 0.081, -0.129, -0.254, 0.517, -0.238, -0.211, -0.131, -0.234, -0.106, 0.095, 0.058, 0.102, 0.088, 0.077, 0.089, 0.086, 0.082, 0.099, -0.069, -0.163, 0.643, 0.048, -0.187, -0.090, -0.105, -0.054, 0.087, 0.107, 0.110, 0.101, 0.093, 0.112, 0.105, 0.119, 0.092, -0.144, -0.216, 0.465, -0.221, -0.200, -0.122, -0.217, -0.087, 0.086, 0.090, 0.077, 0.085, 0.088, 0.070, 0.087, 0.094, 0.092, -0.079, -0.205, 0.453, -0.248, -0.245, -0.102, -0.223, -0.145, 0.092, 0.056, 0.086, 0.089, 0.091, 0.060, 0.079, 0.082, 0.092, -0.096, -0.249, 0.532, -0.269, -0.225, -0.079, -0.275, -0.083, 0.093, 0.093, 0.075, 0.076, 0.082, 0.095, 0.078, 0.081, 0.085, -0.091, -0.222, 0.524, -0.241, -0.235, -0.095, -0.234, -0.093, 0.077, 0.096, 0.096, 0.095, 0.053, 0.095, 0.076, 0.065, 0.086],
  "multiplicity": 2,
  "energy_ha": -6858.43875,
  "relative_energy_kcal_mol": 32.9,
  "homo_lumo_gap_ev": [8.624, 1.694],
  "charge": 1,
  "e_lumo_ha": [-0.1063, -0.3609],
  "s_squared": 0.764
}